Below is a molecular structure, C18H54F2InNO13S2 in a non-equilibrium geometry, with properties calculated with ωB97M-V with the def2-TZVPD basis set.

Structure (XYZ):
```
91
Properties=species:S:1:pos:R:3:forces:R:3:mulliken_charge:R:1
In -22.57805 -11.83107 -3.33720 0.02 0.22 -0.60 1.141
N -21.22742 -10.64810 -5.52014 3.15 -1.40 0.04 0.429
S -21.35974 -9.68214 -6.70124 -4.53 4.08 -3.48 0.552
O -20.92463 -10.13075 -8.01400 0.52 0.05 1.19 -0.342
O -21.19886 -8.28567 -6.41030 0.58 -0.73 0.05 -0.769
F -22.95466 -9.76956 -6.87967 0.41 -0.24 0.41 -0.276
S -19.59399 -11.00286 -5.81193 2.58 -2.89 2.62 0.752
O -18.64327 -9.92489 -5.92082 -1.64 -0.40 -0.47 -0.402
O -19.40701 -12.21397 -6.55566 -0.59 1.18 -0.32 -0.644
F -19.28932 -11.54447 -4.33857 -0.61 0.40 0.12 -0.362
C -17.51383 -6.92234 -5.31711 -0.51 0.05 -0.85 -0.219
C -16.96126 -5.55219 -5.64585 0.37 -0.89 0.66 -0.375
O -15.54540 -5.61715 -5.66795 -0.42 0.37 -0.18 -0.438
H -18.59751 -6.93820 -5.18611 0.03 0.48 0.15 -0.048
H -17.06334 -7.40953 -4.45702 0.30 0.07 -0.08 0.524
H -17.41809 -7.53090 -6.22359 0.44 -0.34 0.22 -0.074
H -17.24907 -4.81149 -4.88713 -0.23 0.22 -0.10 0.356
H -17.32808 -5.23128 -6.62887 -0.16 0.31 0.00 0.270
H -15.23734 -4.71326 -5.83714 0.26 -0.23 0.03 0.348
C -19.83997 -15.44743 -5.37314 0.91 0.40 0.04 -0.987
C -20.36817 -15.08044 -3.99665 0.62 -0.63 -0.65 -0.149
O -21.72605 -14.64634 -4.05090 0.08 0.23 0.42 -0.410
H -18.77269 -15.68168 -5.28709 -0.07 -0.07 0.15 0.376
H -19.85897 -14.58719 -6.04442 -0.38 -0.19 -0.16 0.116
H -20.28458 -16.34636 -5.80024 -0.34 0.18 -0.03 0.399
H -19.77688 -14.26330 -3.58433 -0.13 0.04 0.08 0.178
H -20.21452 -15.97027 -3.37556 -0.42 0.27 0.37 0.296
H -22.23107 -15.31979 -4.52072 -0.15 0.16 0.03 0.240
C -20.17176 -7.45264 -3.17611 -0.84 0.38 0.29 -0.393
C -21.09368 -8.12981 -2.16172 0.31 0.14 -0.13 -0.339
O -20.99895 -9.54425 -2.34179 -0.21 -0.83 0.01 -0.413
H -20.62662 -7.52008 -4.16317 0.25 -0.12 -0.12 -0.113
H -19.18394 -7.90797 -3.17379 0.02 -0.04 0.04 0.298
H -20.07905 -6.39254 -2.92821 0.11 -0.02 -0.01 0.407
H -22.14610 -7.91033 -2.32149 0.07 0.17 -0.14 0.014
H -20.86854 -7.81649 -1.13878 0.17 -0.30 0.01 0.336
H -20.09536 -9.84489 -2.18171 -0.03 0.18 0.07 0.289
C -20.84319 -11.52465 -10.91278 0.15 -0.02 -0.03 -0.488
C -20.07078 -11.47784 -12.20949 -0.14 -0.61 0.18 -0.443
O -19.11696 -12.52064 -12.20028 0.26 0.18 0.16 -0.473
H -21.35820 -12.47054 -10.74637 0.15 -0.14 -0.19 0.324
H -21.60547 -10.74656 -10.87581 0.15 0.15 0.03 0.309
H -20.11475 -11.39637 -10.10891 -0.26 0.07 0.18 -0.034
H -19.56322 -10.50887 -12.30740 -0.09 0.10 -0.28 0.306
H -20.72429 -11.65095 -13.07899 -0.06 0.36 -0.06 0.401
H -18.50631 -12.42321 -12.94446 -0.12 -0.05 0.01 0.355
C -25.40830 -8.30943 -10.03738 -0.48 0.05 1.44 -1.200
C -25.52503 -9.49566 -9.09949 -0.76 -0.09 0.13 0.843
O -26.88218 -9.63030 -8.67589 0.33 -0.14 -0.23 -0.481
H -25.88366 -7.49462 -9.48177 0.09 0.19 -0.20 0.358
H -25.99994 -8.43213 -10.93977 0.36 -0.17 -0.25 0.359
H -24.36562 -8.03207 -10.16471 0.00 -0.11 -0.47 0.282
H -24.96808 -9.37204 -8.15857 0.53 0.16 -0.26 -0.509
H -25.20209 -10.45178 -9.53532 0.16 0.03 -0.12 0.247
H -26.91434 -10.40028 -8.09194 -0.24 0.09 -0.07 0.315
C -23.69061 -12.79482 -8.06678 0.22 0.45 -0.58 -0.798
C -22.96283 -13.41820 -6.91075 0.48 -0.92 0.08 0.379
O -23.65336 -13.29580 -5.66397 -0.16 0.34 0.29 -0.384
H -24.64489 -13.24554 -8.34754 -0.04 -0.16 0.44 0.535
H -23.08156 -12.87905 -8.97027 0.14 0.00 0.07 0.077
H -23.82902 -11.72824 -7.88789 -0.12 -0.04 0.02 -0.102
H -21.96005 -13.01080 -6.76274 -0.24 0.40 0.00 -0.216
H -22.74441 -14.48310 -7.07785 -0.32 0.03 -0.15 0.448
H -24.55259 -13.62777 -5.78008 0.04 0.10 0.05 0.224
C -19.12255 -7.05101 -8.73639 -0.74 0.31 0.55 -0.974
C -20.05542 -7.54511 -9.82457 1.58 0.63 -0.07 0.662
O -20.36835 -6.46099 -10.65967 -0.15 -0.38 -0.03 -0.479
H -19.68736 -6.34842 -8.11059 0.10 -0.02 0.16 0.365
H -18.26716 -6.48834 -9.10949 -0.04 -0.17 -0.39 0.520
H -18.78100 -7.84808 -8.07554 -0.13 -0.15 -0.12 -0.023
H -20.96109 -8.01761 -9.40468 -0.07 -0.23 -0.01 -0.060
H -19.49811 -8.30379 -10.40125 -0.43 -0.35 -0.16 -0.045
H -20.61633 -6.79138 -11.53531 -0.13 0.16 0.10 0.383
C -17.24441 -10.31980 -9.81897 -0.67 0.89 0.29 -0.309
C -16.49736 -10.94903 -8.68365 0.48 -0.99 -0.95 -0.053
O -15.18372 -11.28569 -9.09919 -0.48 0.13 0.62 -0.447
H -16.86313 -9.32494 -10.06873 0.20 -0.08 -0.04 0.391
H -18.27450 -10.14396 -9.48156 0.02 -0.10 0.02 -0.324
H -17.28127 -10.90679 -10.73591 0.27 -0.31 0.12 0.316
H -16.97003 -11.89702 -8.37782 -0.26 0.12 0.21 0.236
H -16.49202 -10.32386 -7.77489 0.05 0.19 0.05 0.198
H -14.86465 -11.94999 -8.46779 0.29 0.14 -0.24 0.369
C -25.05806 -7.56090 -5.24797 0.17 0.20 -0.19 -1.049
C -24.03562 -8.06175 -4.24097 -0.39 0.33 -0.11 0.253
O -24.38725 -9.39219 -3.84190 0.49 -0.58 0.20 -0.406
H -24.87685 -6.51411 -5.50413 0.00 -0.04 0.08 0.357
H -26.07382 -7.64188 -4.85786 0.03 0.07 0.11 0.449
H -25.01910 -8.13428 -6.17414 0.08 -0.08 0.05 0.019
H -23.98524 -7.39751 -3.37208 -0.18 -0.08 0.01 0.515
H -23.02867 -8.09193 -4.65601 -0.09 -0.20 -0.11 -0.298
H -25.24084 -9.36768 -3.39327 0.04 0.06 -0.02 0.230
```
Forces are in eV/Å.

Calculated values
Kohn-Sham gap = 1.74 eV
Maximum force = 7.0 eV/Å
M = 709.57 g mol⁻¹
Total charge = +2
ΔE to the lowest compared entry with this formula, charge and spin = 0.413 eV